Density functional theory data (the ωB97M-V functional and the def2-TZVPD basis) for a gas-phase ion, C4H7N2 (charge +1).

CARTESIAN COORDINATES (ANGSTROEM)
C1 -1.61 0.21 0.13
C2 1.50 -0.18 0.66
C3 0.74 0.64 -0.44
C4 0.86 -0.79 -0.49
N1 -0.65 1.16 -0.03
N2 -1.32 -1.01 -0.06
H1 -2.58 0.77 0.18
H2 2.50 -0.42 0.45
H3 1.31 -0.08 1.70
H4 1.30 1.11 -1.21
H5 0.71 -1.73 -0.94
H6 -0.86 2.10 0.31
H7 -1.90 -1.78 -0.26

Its net charge is +1. The energy comes out at -7230.74088 eV. The value obtained for the LUMO energy (spin up / spin down) is -5.63 / -5.63 eV.

Density functional theory data (the ωB97M-V functional and the def2-TZVPD basis) for a gas-phase ion, C4H7N2 (charge +1).

CARTESIAN COORDINATES (ANGSTROEM)
H1 2.00 0.73 1.99
N1 1.49 1.23 1.12
N2 0.64 0.58 0.58
C1 -0.39 1.05 -0.37
C2 -1.09 -0.25 -0.25
C3 -0.15 -1.13 -0.92
C4 0.12 -0.72 0.61
H2 0.08 1.10 -1.42
H3 -0.81 2.06 -0.14
H4 -2.07 -0.45 -0.04
H5 -0.45 -2.10 -0.93
H6 0.48 -0.76 -1.70
H7 0.14 -1.34 1.46

As for the SMILES: [H]/N=[N+]1/C[C@H]2C[C@H]21. Its net charge is +1. The energy comes out at -7230.61234 eV. The value obtained for the LUMO energy is -5.35 eV.

Density functional theory data (the ωB97M-V functional and the def2-TZVPD basis) for a gas-phase ion, C4H7N2 (charge +1).

CARTESIAN COORDINATES (ANGSTROEM)
C1 1.15 0.13 0.31
C2 -1.48 1.23 0.14
C3 0.74 -1.29 -0.01
C4 -0.17 0.56 -0.48
N1 -1.62 -0.90 0.35
N2 -0.56 -0.74 -0.18
H1 1.44 0.61 1.26
H2 2.02 0.30 -0.40
H3 -1.37 1.23 1.24
H4 -2.09 1.82 -0.55
H5 1.07 -1.68 -0.87
H6 0.78 -2.06 0.76
H7 0.08 0.78 -1.58

Its net charge is +1. The energy comes out at -7228.16147 eV. The value obtained for the LUMO energy (spin up / spin down) is -6.28 / -6.11 eV.

Density functional theory data (the ωB97M-V functional and the def2-TZVPD basis) for a gas-phase ion, C4H7N2 (charge +1).

CARTESIAN COORDINATES (ANGSTROEM)
N1 1.15 0.92 -0.30
C1 0.79 -0.38 0.06
N2 -0.68 -0.43 0.32
C2 -1.46 0.60 1.01
C3 -2.04 0.63 -0.19
C4 -1.68 -0.63 -0.73
H1 1.39 1.26 -1.32
H2 1.30 1.69 0.31
H3 1.32 -0.75 0.93
H4 1.19 -1.11 -0.72
H5 -1.43 1.07 1.89
H6 -2.32 -1.50 -0.50
H7 -1.19 -0.81 -1.72

As for the SMILES: NC[N@@+]12C=C1C2. Its net charge is +1. The energy comes out at -7228.84575 eV. The value obtained for the LUMO energy (spin up / spin down) is -6.21 / -6.21 eV.

Density functional theory data (the ωB97M-V functional and the def2-TZVPD basis) for a gas-phase ion, C4H7N2 (charge +1).

CARTESIAN COORDINATES (ANGSTROEM)
C1 0.84 -1.12 1.29
C2 0.21 -0.17 0.36
C3 -0.41 1.02 0.55
N1 -0.87 1.42 -0.69
C4 -0.56 0.52 -1.60
N2 0.06 -0.47 -0.98
H1 0.32 -2.00 1.69
H2 1.22 -0.68 2.21
H3 1.61 -1.69 0.80
H4 -0.55 1.71 1.36
H5 -1.43 2.22 -0.94
H6 -0.90 0.52 -2.62
H7 0.45 -1.28 -1.44

As for the SMILES: Cc1c[nH]c[nH+]1. Its net charge is +1. The energy comes out at -7235.44025 eV. The value obtained for the LUMO energy is -3.28 eV.

Density functional theory data (the ωB97M-V functional and the def2-TZVPD basis) for a molecular structure, C4H7N2.

CARTESIAN COORDINATES (ANGSTROEM)
C1 0.69 -0.97 1.24
C2 -0.68 0.94 -1.16
C3 0.80 0.71 -0.88
C4 -0.87 -0.11 -0.20
N1 0.36 -0.28 0.07
N2 -0.41 -1.17 1.78
H1 1.69 -1.30 1.34
H2 -0.86 2.02 -0.84
H3 -1.22 0.66 -2.26
H4 1.58 0.34 -1.60
H5 1.22 1.45 -0.26
H6 -1.73 -0.70 0.05
H7 -0.59 -1.62 2.73

Its net charge is +1. As for the multiplicity: 3. The energy comes out at -7228.02825 eV. The value obtained for the LUMO energy (spin up / spin down) is -3.54 / -8.28 eV.

Density functional theory data (the ωB97M-V functional and the def2-TZVPD basis) for a gas-phase ion, C4H7N2 (charge +1).

CARTESIAN COORDINATES (ANGSTROEM)
C1 1.42 -1.04 -0.18
C2 1.61 0.09 -0.83
C3 1.12 1.05 0.20
C4 -1.00 -0.46 0.50
N1 -1.64 0.25 -0.55
N2 0.48 -0.30 0.50
H1 1.57 -2.09 -0.21
H2 1.85 1.28 1.01
H3 0.35 1.79 -0.14
H4 -1.45 -1.49 0.43
H5 -1.39 -0.08 1.53
H6 -1.34 1.15 -0.82
H7 -1.59 -0.17 -1.46

Its net charge is +1. As for the multiplicity: 3. The energy comes out at -7227.39945 eV. The value obtained for the LUMO energy (spin up / spin down) is -4.55 / -7.84 eV.

Density functional theory data (the ωB97M-V functional and the def2-TZVPD basis) for 2 unconnected molecules or ions with the total composition C4H7N2O.

CARTESIAN COORDINATES (ANGSTROEM)
C1 1.78 -0.10 -0.60
C2 0.88 1.70 0.74
C3 -1.42 -1.70 -0.47
C4 0.64 0.65 -0.42
N1 2.78 -0.66 -0.55
N2 -1.01 -0.76 0.56
O1 -1.88 0.12 0.92
H1 1.60 1.28 1.41
H2 -0.05 1.85 1.32
H3 1.33 2.59 0.30
H4 -0.58 -1.84 -1.04
H5 -1.63 -2.64 0.05
H6 -2.46 -1.46 -0.98
H7 0.02 0.98 -1.24

Its net charge is -1. As for the multiplicity: 3. The energy comes out at -9284.89254 eV. The value obtained for the LUMO energy (spin up / spin down) is 4.45 / 3.83 eV.

Density functional theory data (the ωB97M-V functional and the def2-TZVPD basis) for a gas-phase ion, C4H7N2O (charge +1).

CARTESIAN COORDINATES (ANGSTROEM)
H1 -0.34 -2.24 0.59
N1 -0.04 -1.35 0.16
C1 0.10 -1.23 -1.15
N2 0.49 -0.06 -1.71
C2 0.36 1.06 -0.93
C3 0.11 1.30 0.37
C4 -0.11 0.23 1.37
O1 -1.36 0.24 1.88
H2 0.20 -2.05 -1.86
H3 0.62 0.05 -2.78
H4 0.56 2.18 -1.38
H5 0.16 2.24 0.82
H6 0.80 0.03 2.01
H7 -1.54 -0.39 2.61

As for the SMILES: [H]/N=C/[NH+]=C\C=C\O. Its net charge is +1. The energy comes out at -9280.43462 eV. The value obtained for the LUMO energy is -3.76 eV.